[1]
DFT (ωB97M-V with the def2-TZVPD basis set) results for a molecular structure, C36H41N5O2S.

2S+1 = 1
Total charge = 0
DFT total energy = -60375.5604 eV
Maximum force = 3.78 eV Å⁻¹
HOMO = -7.009 eV
Frontier orbital gap = 6.11 eV

```
85
C36H41N5O2S ωB97M-V with the def2-TZVPD basis set
C -4.168 -0.421 -5.236
C -3.502 -1.145 -4.114
C -2.142 -0.895 -3.913
C -1.463 -1.490 -2.850
C -0.038 -1.263 -2.563
C -2.192 -2.397 -2.070
N -1.419 -3.026 -1.087
C -0.426 -2.405 -0.401
N -0.042 -3.293 0.574
C 0.711 -3.064 1.760
C 0.464 -1.921 2.546
C -0.640 -0.963 2.264
C 1.316 -1.694 3.627
C 2.366 -2.567 3.917
C 3.280 -2.262 5.063
C 2.573 -3.710 3.142
C 1.726 -3.988 2.072
C 2.040 -5.160 1.201
C -0.794 -4.495 0.428
C -1.597 -4.339 -0.626
C -3.567 -2.664 -2.226
C -4.388 -3.488 -1.288
C -4.208 -2.026 -3.287
H -5.237 -0.650 -5.280
H -4.040 0.666 -5.120
H -3.719 -0.703 -6.199
H -1.601 -0.213 -4.570
H 0.160 -1.586 -1.376
H 0.607 -1.900 -3.194
H 0.216 -0.213 -2.727
H -0.430 -0.035 2.812
H -0.685 -0.763 1.186
H -1.619 -1.344 2.593
H 1.193 -0.797 4.240
H 4.121 -2.963 5.099
H 3.689 -1.245 4.979
H 2.752 -2.319 6.026
H 3.420 -4.374 3.332
H 3.011 -5.553 1.520
H 1.326 -5.986 1.287
H 2.127 -4.893 0.141
H -0.671 -5.357 1.064
H -2.252 -5.018 -1.147
H -5.442 -3.353 -1.559
H -4.194 -4.563 -1.353
H -4.281 -3.186 -0.240
H -5.272 -2.202 -3.453
C 3.305 2.316 5.172
N 2.819 3.278 4.199
C 2.408 4.544 4.776
C 2.538 2.921 2.868
C 1.371 2.192 2.527
C 1.064 1.968 1.195
C 1.980 2.290 0.171
C 1.646 1.995 -1.213
C 0.566 2.512 -1.867
C 0.469 2.322 -3.316
O 1.220 1.565 -3.947
N -0.506 3.086 -4.005
C -0.594 2.829 -5.442
C -1.710 3.318 -3.354
S -3.211 3.240 -4.104
N -1.564 3.652 -2.022
C -2.702 4.359 -1.420
C -0.344 3.527 -1.311
O -0.111 4.261 -0.351
C 3.164 2.984 0.526
C 3.435 3.303 1.842
H 3.627 1.390 4.678
H 4.172 2.735 5.706
H 2.540 2.058 5.925
H 2.044 5.185 3.968
H 1.606 4.396 5.521
H 3.277 5.016 5.260
H 0.686 1.905 3.333
H 0.092 1.545 0.928
H 2.374 1.458 -1.825
H -1.392 3.466 -5.830
H 0.366 3.048 -5.909
H -0.854 1.780 -5.630
H -2.515 4.564 -0.367
H -2.892 5.294 -1.968
H -3.589 3.727 -1.547
H 3.811 3.341 -0.278
H 4.336 3.857 2.119
```

Results of the Löwdin charge analysis, in e, for atoms 1 through 5:
1 C -0.0632
2 C -0.2689
3 C 0.0090
4 C -0.1954
5 C -0.0760

---

[2]
DFT (ωB97M-V with the def2-TZVPD basis set) results for a molecular structure, C36H42Cl2N4O6PSbSe4Ta.

2S+1 = 1
Total charge = +1
DFT total energy = -360060.7568 eV
Maximum force = 3.97 eV Å⁻¹
HOMO = -9.782 eV
Frontier orbital gap = 5.09 eV

```
97
C36H42Cl2N4O6PSbSe4Ta ωB97M-V with the def2-TZVPD basis set
Ta -0.396 0.042 0.674
Cl 1.593 5.141 5.043
C 0.647 3.816 4.484
C -0.140 3.990 3.357
C -0.825 2.921 2.778
N -1.560 2.975 1.578
C -1.130 3.761 0.610
O -0.033 4.428 0.586
C -1.872 3.703 -0.693
C -3.249 3.835 -0.791
C -3.814 3.843 -2.058
C -2.991 3.696 -3.164
C -1.624 3.550 -2.956
N -1.071 3.556 -1.749
C -0.632 1.654 3.372
C 0.058 1.493 4.565
C 0.695 2.581 5.131
Cl 1.579 2.358 6.597
N -0.922 0.548 2.525
C -1.012 -0.800 2.860
O -0.950 -1.332 3.931
C -1.192 -1.936 1.566
C -2.108 -2.920 1.851
C -2.195 -3.984 0.962
C -1.358 -4.058 -0.133
C -0.413 -3.068 -0.335
N -0.262 -2.050 0.517
H -0.194 4.972 2.914
H -3.844 3.971 0.102
H -4.880 3.983 -2.180
H -3.395 3.714 -4.166
H -0.931 3.462 -3.787
H 0.134 0.521 5.029
H -2.757 -2.808 2.708
H -2.928 -4.762 1.131
H -1.422 -4.877 -0.833
H 0.297 -3.097 -1.152
C -0.245 0.026 -5.078
C 0.197 -0.731 -3.818
C 1.084 0.163 -2.959
C -1.042 -1.324 -3.160
C -1.638 -2.407 -3.818
C -2.832 -2.964 -3.411
C -3.507 -2.410 -2.328
C -2.953 -1.365 -1.614
C -3.787 -0.758 -0.468
C -4.800 0.234 -1.047
C -2.931 -0.081 0.610
C -1.681 -0.875 -2.002
O -1.070 0.005 -1.169
H 0.617 0.494 -5.553
H -0.961 0.808 -4.818
H -0.713 -0.638 -5.803
H 0.808 -1.581 -4.142
H 0.569 1.076 -2.651
H 1.965 0.461 -3.529
H 1.425 -0.354 -2.056
H -1.129 -2.818 -4.682
H -3.255 -3.801 -3.949
H -4.472 -2.802 -2.028
H -4.330 -1.575 0.017
H -4.277 1.019 -1.600
H -5.390 0.699 -0.256
H -5.478 -0.275 -1.730
H -2.692 0.988 0.377
H -2.081 -0.871 0.659
H -3.371 -0.097 1.609
Se 2.364 4.360 -2.658
Sb 2.012 4.030 -0.334
Se 2.295 6.145 1.032
Se 4.161 4.546 0.953
Se 1.014 1.726 0.220
C 4.768 -3.552 0.022
C 3.426 -3.013 -0.415
O 2.630 -2.667 0.739
P 2.352 -1.100 1.044
O 1.622 -1.143 2.476
C 2.229 -1.509 3.761
C 2.786 -2.911 3.782
O 3.752 -0.507 1.503
C 4.759 0.251 0.785
C 4.432 0.526 -0.675
H 5.412 -3.697 -0.846
H 4.654 -4.508 0.531
H 5.256 -2.854 0.703
H 2.858 -3.763 -0.968
H 3.544 -2.137 -1.061
H 1.407 -1.405 4.463
H 2.990 -0.762 3.978
H 2.017 -3.643 3.535
H 3.143 -3.115 4.792
H 3.618 -3.029 3.092
H 5.677 -0.326 0.878
H 4.879 1.179 1.344
H 4.825 -0.248 -1.334
H 4.840 1.488 -0.989
H 3.349 0.571 -0.833
```

Results of the Löwdin charge analysis, in e, for atoms 1 through 5:
1 Ta 1.3839
2 Cl 0.7074
3 C -0.6612
4 C -0.0363
5 C -0.2311

---

[3]
DFT (ωB97M-V with the def2-TZVPD basis set) results for 4 unconnected molecules or ions with the total composition C36H42ClN6.

2S+1 = 1
Total charge = +5
DFT total energy = -59428.7526 eV
Maximum force = 1.26 eV Å⁻¹
HOMO = -18.442 eV
Frontier orbital gap = 5.98 eV

```
85
C36H42ClN6 ωB97M-V with the def2-TZVPD basis set
C 14.646 -14.972 18.289
N 15.553 -13.828 18.581
C 15.242 -12.590 18.186
C 16.180 -11.579 18.205
C 17.463 -11.813 18.702
C 17.718 -13.100 19.172
C 16.749 -14.079 19.157
C 18.546 -10.799 18.698
C 19.465 -10.716 19.746
C 20.543 -9.869 19.649
N 20.607 -8.945 18.675
C 19.644 -8.897 17.745
C 18.673 -9.876 17.663
C 21.768 -8.023 18.590
H 15.188 -15.898 18.137
H 14.205 -14.682 17.335
H 13.828 -15.058 19.006
H 14.290 -12.397 17.714
H 15.921 -10.595 17.840
H 18.674 -13.415 19.571
H 16.930 -15.089 19.489
H 19.340 -11.273 20.664
H 21.322 -9.851 20.399
H 19.750 -8.186 16.936
H 18.031 -9.864 16.794
H 22.651 -8.581 18.292
H 21.980 -7.653 19.596
H 21.486 -7.160 18.000
C 10.148 -13.751 25.875
N 9.365 -13.955 24.631
C 9.796 -13.431 23.476
C 8.983 -13.475 22.365
C 7.707 -14.013 22.452
C 7.286 -14.534 23.682
C 8.151 -14.515 24.747
C 6.746 -13.975 21.305
C 6.528 -12.745 20.706
C 5.593 -12.632 19.695
N 4.911 -13.715 19.295
C 5.150 -14.937 19.822
C 6.057 -15.096 20.840
C 3.948 -13.584 18.175
H 9.475 -13.251 26.572
H 10.959 -13.053 25.699
H 10.488 -14.662 26.360
H 10.815 -13.070 23.448
H 9.322 -13.018 21.442
H 6.319 -15.006 23.799
H 7.880 -14.944 25.701
H 7.025 -11.832 21.007
H 5.429 -11.733 19.117
H 4.508 -15.710 19.424
H 6.136 -16.031 21.378
H 2.973 -13.364 18.606
H 3.916 -14.487 17.573
H 4.252 -12.789 17.500
C 10.733 -19.748 23.836
N 10.679 -19.198 22.459
C 9.766 -19.687 21.603
C 9.502 -19.032 20.427
C 10.241 -17.910 20.069
C 11.206 -17.446 20.968
C 11.450 -18.143 22.123
C 10.198 -17.285 18.716
C 10.429 -15.931 18.496
C 10.505 -15.445 17.206
N 10.431 -16.302 16.166
C 10.132 -17.591 16.335
C 9.998 -18.111 17.605
C 10.813 -15.814 14.798
H 10.458 -20.799 23.850
H 10.058 -19.193 24.480
H 11.769 -19.683 24.162
H 9.254 -20.575 21.948
H 8.866 -19.535 19.709
H 11.787 -16.548 20.778
H 12.166 -17.879 22.889
H 10.541 -15.159 19.262
H 10.664 -14.406 16.959
H 10.056 -18.204 15.447
H 9.685 -19.134 17.752
H 10.170 -16.355 14.110
H 11.857 -16.062 14.629
H 10.630 -14.746 14.770
Cl 12.077 -13.305 20.593
```

Results of the Löwdin charge analysis, in e, for atoms 1 through 5:
1 C 0.0181
2 N -0.0638
3 C 0.0077
4 C 0.0630
5 C -0.1058

---

[4]
DFT (ωB97M-V with the def2-TZVPD basis set) results for a molecular structure, C36H43BrN3OV.

2S+1 = 2
⟨S²⟩ = 0.779
Total charge = +3
DFT total energy = -140249.6708 eV
Maximum force = 1.12 eV Å⁻¹
HOMO (spin up / spin down) = -16.570 / -16.571 eV
Frontier orbital gap (spin up / spin down) = 5.00 / 4.60 eV

```
85
C36H43BrN3OV ωB97M-V with the def2-TZVPD basis set
V 0.672 -0.227 -0.537
O -0.674 1.767 -5.745
C -0.346 1.613 -4.483
C 0.232 2.626 -3.690
C 0.531 2.376 -2.370
N 0.276 1.184 -1.814
C -0.291 0.203 -2.588
Br 2.668 -1.238 -0.979
C -0.622 0.364 -3.912
H -0.480 2.649 -6.100
H 0.434 3.605 -4.107
H 0.965 3.126 -1.726
H -1.122 -0.416 -4.471
C 0.611 -4.240 -2.230
C -0.022 -3.488 -3.403
C 0.952 -2.544 -4.104
C -1.369 -2.905 -2.993
C -2.499 -3.588 -3.432
C -3.775 -3.229 -3.037
C -3.950 -2.197 -2.135
C -2.873 -1.477 -1.630
C -3.227 -0.472 -0.535
C -2.367 0.768 -0.338
C -3.409 -1.190 0.807
C -1.596 -1.825 -2.114
N -0.523 -0.918 -1.781
C -0.063 -1.788 0.580
C 0.455 -1.824 1.832
C 0.426 -2.962 2.711
C 1.020 -2.879 3.932
C 1.647 -1.668 4.318
C 1.686 -0.535 3.516
C 1.087 -0.600 2.267
N 1.087 0.423 1.345
C 1.199 1.712 1.841
C 0.357 2.087 2.980
C 0.660 3.260 3.640
C 1.703 4.064 3.211
C 2.456 3.731 2.063
C 2.198 2.604 1.330
C 3.089 2.228 0.173
C 4.249 1.358 0.668
C 3.616 3.434 -0.606
C -0.911 1.349 3.334
C -0.973 0.927 4.806
C -2.109 2.260 3.006
H 1.521 -4.748 -2.548
H -0.075 -4.992 -1.841
H 0.883 -3.569 -1.415
H -0.277 -4.249 -4.143
H 1.326 -1.748 -3.459
H 0.502 -2.095 -4.991
H 1.823 -3.107 -4.437
H -2.364 -4.432 -4.095
H -4.632 -3.766 -3.419
H -4.946 -1.940 -1.800
H -4.215 -0.100 -0.819
H -1.421 0.540 0.196
H -2.893 1.461 0.318
H -2.140 1.299 -1.261
H -2.448 -1.533 1.207
H -4.060 -2.058 0.717
H -3.847 -0.514 1.541
H -0.593 -2.640 0.161
H -0.053 -3.873 2.377
H 1.035 -3.725 4.604
H 2.127 -1.628 5.289
H 2.214 0.352 3.840
H 0.060 3.570 4.484
H 1.929 4.980 3.740
H 3.272 4.380 1.773
H 2.505 1.604 -0.513
H 4.905 1.940 1.317
H 4.841 0.998 -0.172
H 3.899 0.490 1.230
H 4.398 3.954 -0.054
H 2.844 4.167 -0.839
H 4.065 3.098 -1.540
H -0.996 0.455 2.707
H -0.884 1.787 5.469
H -0.193 0.216 5.071
H -1.938 0.463 5.005
H -2.155 3.103 3.694
H -3.033 1.694 3.116
H -2.060 2.659 1.992
```

Results of the Löwdin charge analysis, in e, for atoms 1 through 5:
1 V 0.6660
2 O 0.1819
3 C -0.2441
4 C 0.0828
5 C -0.0388

---

[5]
DFT (ωB97M-V with the def2-TZVPD basis set) results for a molecular structure, C36H43CdF6N5O7S2.

2S+1 = 1
Total charge = -2
DFT total energy = -102351.4972 eV
Maximum force = 1.44 eV Å⁻¹
HOMO = -0.556 eV
Frontier orbital gap = 4.82 eV

```
100
C36H43CdF6N5O7S2 ωB97M-V with the def2-TZVPD basis set
Cd 0.642 0.008 -0.007
C -3.462 0.466 -0.443
C -3.233 -0.578 0.655
N -1.826 -0.942 0.804
C -1.605 -2.379 0.853
C -1.717 -2.994 -0.551
N -0.659 -2.501 -1.401
C -0.816 -2.788 -2.810
C -1.717 -1.761 -3.510
C -0.999 -0.470 -3.927
N -0.271 0.131 -2.838
C -0.161 1.571 -2.840
C -1.380 2.169 -2.128
N -1.391 1.777 -0.734
C -2.727 1.781 -0.161
H -4.539 0.659 -0.501
H -3.117 0.066 -1.399
H -3.804 -1.476 0.386
H -3.638 -0.183 1.594
H -1.458 -0.494 1.640
H -2.331 -2.888 1.518
H -0.593 -2.564 1.228
H -2.683 -2.716 -0.990
H -1.702 -4.098 -0.454
H 0.230 -2.872 -1.068
H -1.237 -3.800 -2.965
H 0.171 -2.770 -3.274
H -2.525 -1.498 -2.830
H -2.148 -2.215 -4.408
H -1.762 0.240 -4.266
H -0.351 -0.682 -4.803
H 0.620 -0.329 -2.699
H -0.085 1.998 -3.860
H 0.730 1.851 -2.272
H -2.287 1.762 -2.591
H -1.394 3.266 -2.274
H -0.779 2.364 -0.173
H -3.319 2.624 -0.561
H -2.651 1.908 0.916
C 1.551 3.279 6.311
O 2.801 3.402 5.678
C 2.917 2.879 4.405
C 4.028 3.342 3.675
C 4.166 2.972 2.362
C 3.238 2.148 1.713
C 3.334 1.910 0.288
C 4.714 1.645 -0.293
O 2.358 1.877 -0.470
C 2.173 1.544 2.486
O 1.432 0.618 2.062
C 2.050 1.981 3.844
H 1.565 3.980 7.148
H 1.375 2.269 6.690
H 0.729 3.530 5.638
H 4.727 4.013 4.152
H 4.984 3.397 1.791
H 5.508 1.953 0.379
H 4.834 2.117 -1.268
H 4.773 0.565 -0.430
H 1.210 1.582 4.391
C 2.040 -1.374 -0.672
C 2.360 -2.507 -0.323
C 2.817 -3.769 0.088
C 2.248 -4.916 -0.544
C 1.935 -6.104 0.159
C 1.219 -7.120 -0.424
C 0.797 -7.037 -1.747
C 1.128 -5.900 -2.476
C 1.827 -4.869 -1.895
C 3.660 -3.794 1.246
C 4.464 -4.899 1.591
C 5.265 -4.884 2.712
C 5.322 -3.767 3.534
C 4.566 -2.648 3.194
C 3.760 -2.658 2.081
H 2.205 -6.184 1.204
H 0.957 -7.994 0.167
H 0.220 -7.838 -2.191
H 0.831 -5.830 -3.517
H 2.076 -3.989 -2.476
H 4.465 -5.774 0.951
H 5.860 -5.761 2.955
H 5.931 -3.771 4.429
H 4.592 -1.763 3.816
H 3.163 -1.787 1.841
F -3.517 4.090 3.184
C -2.246 3.890 3.556
F -2.045 4.518 4.712
F -1.502 4.545 2.645
S -1.775 2.041 3.543
O -0.982 1.942 2.366
O -1.187 1.786 4.818
N -3.174 1.332 3.343
S -4.039 1.371 4.657
O -3.912 2.589 5.401
O -5.367 0.889 4.424
C -3.269 0.039 5.775
F -2.656 0.548 6.839
F -4.227 -0.783 6.250
F -2.408 -0.740 5.122
```

Results of the Löwdin charge analysis, in e, for atoms 1 through 5:
1 Cd 1.4172
2 C -0.1608
3 C -0.2243
4 N -0.0904
5 C -0.2223